Entry 1:
This record from OMol25 describes an isolated molecule of C6H9N3O2. The level of theory is ωB97M-V/def2-TZVPD.

Computed properties:
- Kohn-Sham gap: 8.907 eV
- SMILES: CN[C@@H]1N=CC=CN1C(=O)O
- Lowest unoccupied orbital energy: 0.274 eV

Each line ends with the Löwdin charge.
Geometry (Å):
H -1.426 -2.656 -0.172  0.05
H 0.334 -0.224 1.484  0.14
C 2.591 -0.830 0.074  -0.53
O 2.046 -2.061 -0.016  0.15
C 1.239 2.547 -0.233  -0.07
H -0.643 -0.549 -1.336  0.13
N -0.400 -0.856 -0.421  -0.07
H -0.881 3.238 0.075  0.14
C -1.474 -1.662 0.038  -0.11
H 1.539 3.581 -0.539  0.11
N -0.664 1.223 0.471  0.08
H -2.407 -1.211 -0.364  0.10
H 3.118 1.563 -0.524  0.10
H -1.673 -1.643 1.071  0.07
C -0.132 2.341 0.190  -0.16
N 1.722 0.287 0.025  0.07
C 2.142 1.534 -0.238  -0.07
O 3.790 -0.709 0.165  0.11
H 1.192 -1.877 -0.316  0.02
C 0.150 0.116 0.523  -0.25


Entry 2:
This record from OMol25 describes a cluster of 2 separate species, C6H9N3O2 in total. The level of theory is ωB97M-V/def2-TZVPD.

Computed properties:
- Kohn-Sham gap (spin up / spin down): 7.153 / 7.561 eV
- Lowest unoccupied orbital energy (spin up / spin down): -1.025 / -1.727 eV

Each line ends with the Löwdin charge.
Geometry (Å):
H 2.681 0.970 0.221  0.04
H 0.416 1.237 2.388  0.10
N 2.128 0.066 0.140  0.13
H -1.751 -2.083 -1.035  0.08
H -1.387 1.161 1.167  0.15
O 1.300 2.863 -0.788  0.02
C -0.251 0.829 -1.512  -0.03
C -0.657 0.416 0.998  -0.39
C -0.977 -0.265 -1.821  -0.07
H -1.428 -1.475 1.337  0.10
N 0.018 0.259 2.222  0.04
O 0.407 2.972 1.197  0.06
C -1.344 -1.155 -0.789  -0.04
C 0.086 1.133 -0.172  -0.17
C -1.109 -0.877 0.549  0.00
N 0.614 2.351 0.144  -0.36
H 2.430 -0.390 -0.701  -0.01
H -0.011 1.532 -2.408  0.16
H -1.058 -0.484 -2.843  0.10
H 0.711 -0.492 2.253  0.08


Entry 3:
This record from OMol25 describes an isolated molecule of C6H9N3O3. The level of theory is ωB97M-V/def2-TZVPD.

Computed properties:
- Kohn-Sham gap: 9.154 eV
- SMILES: O=C[C@@H]1NN2N=C[C@@H](O)[C@@H]2[C@H]1O
- Lowest unoccupied orbital energy: 0.590 eV

Each line ends with the Löwdin charge.
Geometry (Å):
H -0.658 1.143 -3.794  0.13
C -0.947 -1.078 -1.816  -0.07
C -0.124 0.275 -1.967  -0.28
H 1.694 2.138 1.512  0.11
O 0.812 1.933 1.185  -0.03
H -0.843 1.755 -0.423  0.16
C 1.128 -1.498 1.904  -0.25
H -1.101 -1.766 -2.705  0.12
H 0.526 0.363 2.476  0.14
C 0.763 0.668 0.563  -0.24
N -1.111 -0.518 1.433  0.06
H 0.957 0.149 -2.247  0.15
O -0.799 1.196 -2.797  -0.06
C -0.363 0.762 -0.516  -0.09
H 0.576 -2.305 2.498  0.14
O 2.207 -1.719 1.487  0.09
N -1.517 -1.226 -0.687  0.05
H -1.792 -0.073 1.951  0.10
H 1.701 0.326 0.129  0.14
N -1.394 -0.201 0.108  -0.15
C 0.284 -0.327 1.705  -0.23


Entry 4:
This record from OMol25 describes an isolated molecule of C6H9N3OS. The level of theory is ωB97M-V/def2-TZVPD.

Computed properties:
- Kohn-Sham gap: 9.138 eV
- SMILES: S=c1[nH]nc([C@@H]2CCCN2)o1
- Lowest unoccupied orbital energy: 0.647 eV

Each line ends with the Löwdin charge.
Geometry (Å):
C 0.157 -0.573 0.622  -0.27
H 1.155 -0.015 -1.746  0.12
H 2.752 1.315 -0.275  0.10
H 1.305 -2.154 0.205  0.13
H 0.549 1.520 0.321  0.11
N -2.734 1.037 -0.466  -0.01
C -1.142 -0.127 0.209  -0.27
C 1.749 -0.650 -1.038  -0.24
S -4.910 -0.500 -0.101  0.62
N -1.368 1.063 -0.361  0.15
C 2.326 0.357 0.009  -0.20
C 1.111 0.669 0.843  -0.14
O -2.282 -0.847 0.538  0.06
H 0.043 -1.165 1.589  0.17
H 2.541 -1.178 -1.620  0.12
N 0.768 -1.468 -0.376  -0.02
H -3.268 1.875 -0.773  0.18
H 1.342 1.003 1.833  0.10
H 3.255 -0.156 0.533  0.14
C -3.350 -0.007 0.056  -0.86


no.,strongest force on any atom (eV Å⁻¹)
1,4.724
2,5.098
3,3.948
4,3.569